1.
C12H15BrClNO2S | wB97M-V/def2-TZVPD

## Properties
Maximum force   0.9 eV Å⁻¹
M   352.68 g/mol
Electronic energy   -111672.5290 eV
SMILES   CC1CCN(S(=O)(=O)c2ccc(Cl)cc2Br)CC1
E_HOMO   -9.4 eV
HOMO-LUMO gap   0.3657 Eh

```
33
C12H15BrClNO2S (wB97M-V/def2-TZVPD)
C 3.609 -2.042 -0.185
C 2.111 -2.033 -0.469
C 1.312 -1.670 0.786
C -0.182 -1.627 0.475
N -0.427 -0.687 -0.599
S -1.992 -0.129 -0.719
O -2.886 -1.010 -0.029
O -2.256 0.227 -2.079
C -1.897 1.402 0.232
C -0.706 1.862 0.762
C -0.667 3.043 1.483
C -1.840 3.766 1.664
Cl -1.806 5.233 2.561
C -3.041 3.326 1.129
C -3.055 2.139 0.410
Br -4.665 1.534 -0.345
C 0.257 -1.032 -1.828
C 1.763 -1.039 -1.580
H 3.845 -2.759 0.598
H 3.944 -1.059 0.139
H 4.164 -2.316 -1.079
H 1.808 -3.035 -0.794
H 1.492 -2.403 1.574
H 1.637 -0.693 1.149
H -0.758 -1.295 1.340
H -0.536 -2.629 0.196
H 0.189 1.284 0.598
H 0.259 3.405 1.899
H -3.949 3.892 1.262
H -0.026 -0.288 -2.573
H -0.065 -2.020 -2.186
H 2.277 -1.309 -2.504
H 2.086 -0.039 -1.288
```


2.
C32H26NO7 | wB97M-V/def2-TZVPD

## Properties
Maximum force   2.0 eV Å⁻¹
M   536.56 g/mol
Total charge   -1
Electronic energy   -49427.6743 eV
E_HOMO   -2.3 eV
HOMO-LUMO gap   0.0856 Eh

```
66
C32H26NO7 (wB97M-V/def2-TZVPD)
N 6.120 -7.079 -0.710
C 6.210 -5.710 -0.969
O 4.900 -5.001 -1.199
C 4.633 -3.906 -0.430
O 3.866 -4.194 0.757
C 3.303 -5.486 0.821
C 2.154 -5.718 -0.162
O 1.860 -4.526 -0.891
H 6.107 -7.158 0.305
H 6.762 -5.536 -1.891
H 6.720 -5.176 -0.160
H 4.066 -3.192 -1.028
H 5.540 -3.407 -0.091
H 2.918 -5.593 1.830
H 4.043 -6.259 0.673
H 2.416 -6.536 -0.822
H 1.263 -6.024 0.387
H 1.480 -4.811 -1.737
C -2.540 -1.767 6.506
C -2.145 -3.086 6.306
C -1.504 -3.450 5.136
C -1.258 -2.498 4.155
C -1.667 -1.178 4.349
C -2.303 -0.816 5.531
C -1.445 -0.145 3.297
O -1.801 1.004 3.475
C -0.787 -0.566 2.034
C -0.607 0.369 1.025
C 0.014 0.002 -0.156
C 0.466 -1.301 -0.332
C 0.289 -2.243 0.666
C -0.343 -1.881 1.850
C -0.552 -2.910 2.904
O -0.178 -4.052 2.761
H -3.036 -1.484 7.425
H -2.337 -3.830 7.068
H -1.186 -4.470 4.974
H -2.609 0.210 5.676
H -0.954 1.382 1.170
H 0.148 0.737 -0.940
H 0.966 -1.587 -1.247
H 0.656 -3.250 0.526
C -1.036 5.905 -6.443
C -0.311 4.772 -6.089
C -0.418 4.248 -4.813
C -1.247 4.860 -3.882
C -1.964 6.006 -4.232
C -1.860 6.521 -5.518
C -2.836 6.698 -3.241
O -3.467 7.688 -3.550
C -2.906 6.142 -1.862
C -3.678 6.792 -0.907
C -3.765 6.280 0.375
C -3.085 5.114 0.712
C -2.312 4.464 -0.234
C -2.215 4.978 -1.521
C -1.361 4.274 -2.517
O -0.775 3.255 -2.223
H -0.955 6.308 -7.443
H 0.338 4.296 -6.812
H 0.137 3.365 -4.532
H -2.424 7.403 -5.784
H -4.208 7.695 -1.176
H -4.364 6.789 1.118
H -3.158 4.712 1.713
H -1.780 3.559 0.020
```


- Which value of electronic energy does entry 2 give?
  -49427.6743 eV


- Which of these has the highest M?
  C32H26NO7


- Which value of electronic energy does entry 2 give?
  -49427.6743 eV


- Which value of electronic energy does entry 2 give?
  -49427.6743 eV